# 1
ORCA calculation (wB97M-V/def2-TZVPD) on a cluster of 2 separate species, C3H7NO in total in a non-equilibrium geometry.

XYZ file:
```
12
Properties=species:S:1:pos:R:3:forces:R:3
O -1.754871 -1.023832 0.817952 0.874 -1.870 1.745
C -2.273176 -0.010163 0.332098 -0.641 1.163 -2.264
H -2.311964 0.061855 -0.770612 -0.222 0.325 -0.115
H -2.811762 0.791842 0.829522 -0.138 0.257 0.744
C 0.408688 0.393090 -0.974512 0.883 -0.522 -0.577
C 1.086524 -0.493596 -0.162950 -1.142 3.336 -2.307
N 2.146958 -0.051489 0.663666 -0.446 0.154 0.245
H 0.618348 1.496914 -0.945036 -0.108 -1.154 0.058
H -0.192601 0.061423 -1.879343 0.544 0.313 1.734
H 0.773488 -1.503622 -0.213694 0.249 -0.955 0.387
H 2.080433 0.990550 0.864114 0.041 -2.180 0.152
H 2.229939 -0.712974 1.438800 0.104 1.133 0.198
```
Forces are in eV/Å.

total charge = -1
expectation value of S² = 0.7546
HOMO level (spin up / spin down) = 0.03080 / -0.10548 Ha
lowest unoccupied orbital energy (spin up / spin down) = 4.461 / 4.404 eV
multiplicity = 2

# 2
ORCA calculation (wB97M-V/def2-TZVPD) on a cluster of 2 separate species, C3H8NOS in total in a non-equilibrium geometry.

XYZ file:
```
14
Properties=species:S:1:pos:R:3:forces:R:3
C 0.506783 0.302411 0.940258 -1.251 -0.089 0.704
C 1.528383 -1.952848 0.548879 -2.213 -2.846 -2.231
C 0.441788 -0.913939 0.448438 1.505 0.677 -0.020
N -1.378881 2.006681 -0.488188 -3.561 -1.346 -1.241
O 0.233333 1.338130 1.422194 1.154 -0.497 0.189
S -0.929132 -1.046693 -0.691359 1.081 0.002 -0.774
H -2.360625 2.431763 -0.380440 1.709 -1.236 0.058
H 1.963202 -2.234266 -0.464668 -0.766 0.489 1.006
H 2.367683 -1.840800 1.156636 0.949 0.927 1.413
H 0.949561 -2.872491 0.899607 1.100 0.854 -0.388
H -0.931069 2.569780 -1.156044 1.108 0.930 -1.143
H -0.866254 1.952980 0.355470 0.564 0.876 1.499
H -1.339695 0.914589 -0.788713 -0.698 1.829 0.358
H -0.185083 -0.655297 -1.802067 -0.681 -0.571 0.570
```
Forces are in eV/Å.

total charge = +1
HOMO level = -0.49366 Ha
lowest unoccupied orbital energy = -4.133 eV